Molecular formula: C28H39BrN10PRuS3
Method: DFT, ωB97M-V/def2-TZVPD

Positions of all 83 atoms, in Å:
Ru 0.353 -0.865 0.434
Br 6.935 -4.663 0.395
C 5.151 -4.204 0.519
C 4.228 -5.054 1.131
C 2.946 -4.526 1.300
C 2.654 -3.175 0.870
C 3.570 -2.474 0.017
C 4.863 -2.956 -0.119
N 1.477 -2.540 1.330
C 0.825 -3.080 2.382
C -0.469 -2.653 2.675
C -1.198 -2.960 3.807
C -2.536 -2.617 3.846
C -3.149 -1.950 2.682
C -2.287 -1.558 1.696
N -0.975 -1.803 1.702
H 4.560 -5.975 1.577
H 2.128 -5.061 1.752
H 3.274 -1.408 -0.336
H 5.676 -2.343 -0.563
H 1.333 -3.796 3.046
H -0.772 -3.521 4.632
H -3.094 -2.777 4.718
H -4.234 -1.578 2.681
H -2.584 -0.976 0.834
S -2.994 4.787 -2.305
C -4.133 5.864 -2.745
N -5.506 5.773 -2.646
C -6.313 6.880 -2.975
C -5.339 8.123 -3.135
S -3.685 7.425 -3.387
H -5.880 4.826 -2.493
H -6.957 7.033 -2.099
H -6.896 6.667 -3.842
H -5.383 8.737 -2.253
H -5.629 8.817 -3.978
C -0.240 -3.117 -4.157
N 0.436 -1.754 -4.447
C -0.578 -0.721 -4.853
N -1.611 -0.632 -3.862
C -2.228 -1.956 -3.674
N -1.282 -2.937 -3.188
C -0.827 -2.711 -1.862
P 0.122 -1.085 -1.756
C 1.196 -1.248 -3.229
C -1.226 -0.079 -2.584
H 0.595 -3.742 -3.764
H -0.559 -3.553 -5.157
H 1.129 -1.929 -5.132
H -1.051 -0.933 -5.826
H -0.125 0.257 -4.816
H -2.554 -2.316 -4.625
H -3.055 -1.869 -2.931
H -0.257 -3.616 -1.553
H -1.738 -2.677 -1.225
H 1.949 -1.962 -2.991
H 1.744 -0.318 -3.416
H -0.866 0.958 -2.579
H -2.169 -0.064 -1.953
C 2.630 0.819 2.007
N 1.162 0.623 2.255
C 0.625 2.010 2.106
N 1.219 2.944 3.048
C 2.664 3.031 2.838
N 3.362 1.700 2.913
C 3.083 1.253 4.309
N 1.621 1.136 4.622
C 1.036 0.183 3.647
C 1.055 2.421 4.401
H 2.820 1.190 0.973
H 3.063 -0.217 2.090
H -0.446 1.894 2.224
H 0.771 2.361 1.080
H 3.084 3.690 3.591
H 2.934 3.379 1.832
H 3.525 1.999 4.915
H 3.518 0.272 4.379
H -0.024 0.071 3.926
H 1.519 -0.778 3.693
H 1.540 3.158 5.081
H -0.027 2.451 4.660
S 1.600 1.655 -1.335
C 0.906 0.341 -0.826

- net charge = +3
- spin multiplicity = 5
- orbital gap (alpha / beta) (eV) = 5.3 / 3.4

Molecular formula: C25H22BrN5RuS
Method: DFT, ωB97M-V/def2-TZVPD

Positions of all 55 atoms, in Å:
Ru -0.827 0.132 -0.341
N -2.914 3.800 -0.810
C -1.903 2.920 -0.679
S -1.756 1.670 -1.900
N -1.079 3.031 0.309
N -0.198 1.971 0.397
C 1.060 2.224 0.244
C 1.655 3.527 -0.123
C 1.192 4.744 0.382
C 1.813 5.927 0.017
C 2.881 5.917 -0.869
C 3.319 4.715 -1.408
C 2.716 3.527 -1.032
C 1.923 1.045 0.334
C 3.196 1.101 0.880
C 3.979 -0.038 0.867
C 3.467 -1.190 0.288
C 2.175 -1.178 -0.197
N 1.399 -0.087 -0.158
H -3.473 3.787 -1.643
H -2.966 4.594 -0.196
H 0.364 4.756 1.073
H 1.457 6.864 0.426
H 3.359 6.844 -1.155
H 4.127 4.701 -2.127
H 3.049 2.597 -1.476
H 3.557 2.028 1.303
H 4.973 -0.023 1.292
H 4.058 -2.091 0.211
H 1.744 -2.064 -0.632
Br -6.608 -3.263 0.709
C -5.153 -2.098 0.538
C -4.660 -1.775 -0.717
C -3.564 -0.940 -0.790
N -2.962 -0.417 0.292
C -3.473 -0.715 1.487
C -4.562 -1.547 1.661
H -5.114 -2.163 -1.616
H -3.162 -0.666 -1.754
H -2.996 -0.254 2.343
H -4.938 -1.756 2.652
C -0.647 -2.199 0.074
C -0.055 -3.490 0.114
C 0.186 -4.211 -1.070
C 0.803 -5.446 -1.028
C 1.184 -5.994 0.193
C 0.919 -5.311 1.376
C 0.311 -4.072 1.340
H -0.804 -1.636 0.993
H -0.912 -1.794 -0.922
H -0.117 -3.780 -2.017
H 0.987 -5.991 -1.944
H 1.683 -6.953 0.223
H 1.192 -5.752 2.325
H 0.118 -3.529 2.258

- net charge = +1
- spin multiplicity = 2
- orbital gap (alpha / beta) (eV) = 6.8 / 6.4

Ordered maximum force results: 5.014 2.157; unit eV Å⁻¹.